# 1
{"formula": "C29H42CrN3OS2SbSi3", "method": "wB97M-V/def2-TZVPD", "elements": ["Sb", "Cr", "S", "S", "Si", "Si", "Si", "O", "N", "N", "N", "C", "C", "C", "C", "C", "C", "C", "C", "C", "C", "C", "C", "C", "C", "C", "C", "C", "C", "C", "C", "C", "C", "C", "C", "C", "C", "C", "C", "C", "H", "H", "H", "H", "H", "H", "H", "H", "H", "H", "H", "H", "H", "H", "H", "H", "H", "H", "H", "H", "H", "H", "H", "H", "H", "H", "H", "H", "H", "H", "H", "H", "H", "H", "H", "H", "H", "H", "H", "H", "H", "H"], "positions_angstrom": [[-1.98909, -0.27663, -2.41173], [0.17106, -0.10662, 0.21391], [-0.10468, -0.01195, 2.65308], [-1.23092, -2.04124, 0.35999], [-4.74724, 0.62453, -0.90703], [1.29589, 1.04012, -2.82972], [-3.31218, 2.98132, -2.53882], [4.26678, 1.18282, 1.06741], [-1.06952, 2.02896, -0.10242], [2.05328, 0.71423, 0.35314], [-0.17507, -2.16350, -3.39814], [-0.43840, 2.71284, 0.86467], [-4.53995, -0.38663, 0.64917], [-1.66049, 3.52561, -3.26952], [-1.13526, -1.36883, 3.05017], [3.14368, 0.93189, 0.73900], [-6.26203, 1.75312, -0.61547], [3.10503, 0.47600, -2.86141], [1.19413, -4.11735, -3.22522], [0.95063, 1.24945, -4.69350], [0.14839, -0.18641, -2.02940], [1.65434, -2.20363, -1.86800], [-2.31517, -2.66265, 4.74354], [-2.47556, 3.40555, 1.84452], [0.55021, -1.54148, -2.45259], [-1.08628, 3.42631, 1.84945], [-3.92209, 4.55559, -1.67178], [-2.20344, 0.34058, -4.50793], [1.34581, 2.79054, -2.12381], [-1.49715, -1.60538, 4.37994], [-3.11037, 1.50312, -1.38334], [-4.55377, 2.70165, -3.93902], [0.13063, -3.41294, -3.74470], [-2.40941, 2.07456, -0.17316], [-1.61976, -2.25081, 2.05887], [-3.13184, 2.74130, 0.82822], [-2.44487, -3.30985, 2.44151], [1.97524, -3.47675, -2.25826], [-2.79626, -3.52468, 3.76495], [-5.37804, -0.53013, -2.26427], [-4.42289, 3.48349, -4.68853], [-1.22317, 4.32283, -2.66856], [-4.75718, -1.41868, -2.33995], [-3.92992, -1.26517, 0.44073], [0.04742, 1.81594, -4.91075], [-3.17470, -0.01354, -4.84859], [-7.13372, 1.10237, -0.52389], [-3.99053, 5.34970, -2.41980], [-2.57660, -2.81224, 5.78592], [-5.41172, -0.05653, -3.24081], [-6.39356, -0.83867, -2.00893], [-5.57943, 2.75516, -3.58158], [-0.52049, -3.86567, -4.48681], [-0.51797, 3.92346, 2.62239], [1.39929, -5.12972, -3.54628], [-3.43974, -4.35616, 4.02870], [3.24106, -0.44452, -3.42794], [-0.94036, 2.71155, -3.29674], [-3.21881, 4.87989, -0.90861], [3.50332, 0.33049, -1.86121], [0.85243, 0.27456, -5.17066], [-4.02657, 0.15665, 1.44149], [-4.20572, 2.75542, 0.78604], [0.39992, 3.10290, -1.69002], [-4.41834, 1.74857, -4.43372], [-5.51164, -0.70918, 1.02638], [-2.81104, -3.97176, 1.66639], [1.61485, 3.49827, -2.91131], [0.64444, 2.63583, 0.85498], [3.68870, 1.25962, -3.34958], [-2.10250, 1.39321, -4.74234], [2.10057, 2.83052, -1.34336], [-4.89642, 4.44826, -1.20624], [-1.78753, 3.90107, -4.28609], [-3.04302, 3.90557, 2.62178], [2.81114, -3.98992, -1.79638], [1.79255, 1.76890, -5.15679], [-1.11773, -0.92785, 5.13482], [-1.43097, -0.21906, -5.02702], [2.20694, -1.69989, -1.08497], [-6.20324, 2.33442, 0.30087], [-6.45563, 2.43794, -1.43498]], "forces_ev_per_angstrom": [[0.08, 0.06, 0.05], [0.18, -0.23, 0.14], [0.04, -0.01, -0.05], [-0.13, -0.18, 0.00], [0.04, 0.09, -0.06], [0.04, 0.06, 0.01], [0.14, 0.05, -0.05], [0.57, 0.08, 0.27], [-0.17, 0.33, 0.04], [-0.51, -0.04, -0.09], [-0.10, -0.02, -0.07], [-0.07, -0.11, -0.09], [0.08, 0.06, -0.10], [-0.18, -0.13, 0.05], [-0.01, 0.01, -0.08], [0.10, 0.13, -0.18], [0.22, -0.09, 0.01], [-0.17, -0.02, 0.04], [0.00, 0.03, 0.00], [0.00, -0.01, 0.09], [-0.14, 0.08, -0.04], [0.03, 0.03, 0.03], [-0.03, -0.04, 0.04], [0.13, -0.02, -0.03], [0.09, 0.12, 0.05], [-0.20, 0.01, 0.02], [0.05, -0.16, -0.12], [-0.07, -0.01, 0.12], [-0.07, -0.07, 0.03], [0.00, 0.01, 0.02], [-0.12, -0.06, -0.03], [0.09, 0.01, 0.15], [0.05, -0.14, -0.03], [0.14, -0.02, 0.00], [0.03, 0.11, -0.03], [0.18, 0.00, 0.10], [-0.02, -0.01, 0.01], [0.03, -0.06, -0.02], [0.00, -0.01, 0.04], [0.06, 0.07, 0.14], [0.03, 0.10, -0.04], [0.01, 0.05, 0.04], [0.03, -0.09, -0.01], [0.08, -0.10, -0.01], [-0.01, 0.01, -0.04], [-0.13, -0.03, -0.04], [-0.06, -0.09, 0.01], [-0.01, 0.03, -0.08], [0.00, 0.00, 0.01], [0.00, 0.12, -0.21], [-0.10, -0.01, 0.04], [-0.17, 0.00, 0.09], [-0.02, -0.03, -0.04], [-0.01, 0.02, 0.02], [0.00, -0.03, -0.01], [-0.02, -0.03, 0.01], [-0.01, -0.10, -0.07], [-0.09, 0.06, -0.03], [0.10, 0.03, 0.09], [0.04, -0.02, 0.11], [0.00, -0.12, -0.06], [0.03, 0.05, 0.08], [-0.21, 0.01, 0.01], [0.11, -0.04, 0.01], [0.02, -0.18, -0.10], [-0.10, -0.04, 0.02], [-0.02, -0.03, -0.04], [0.04, 0.04, -0.08], [-0.04, 0.00, -0.03], [0.04, 0.09, -0.04], [0.02, 0.14, -0.04], [0.13, -0.01, 0.13], [-0.24, -0.05, 0.11], [-0.03, 0.05, -0.10], [0.01, 0.00, -0.02], [0.00, -0.01, 0.00], [0.09, 0.06, -0.03], [0.02, 0.04, 0.04], [0.07, -0.07, 0.00], [0.01, 0.02, -0.01], [0.03, 0.11, 0.14], [-0.01, 0.16, -0.20]], "mulliken_charge": [0.32, 0.58, -0.63, -0.52, 0.78, 0.88, 0.60, -0.76, 1.16, -0.49, -0.17, -0.51, -1.01, -0.59, 0.44, 0.53, -1.31, -1.34, -0.64, -1.47, 1.79, -0.59, -0.41, -1.05, -0.69, -0.77, -1.39, -1.58, -0.92, -0.73, 2.46, -1.21, -0.53, -2.19, 0.18, -0.41, -0.58, -0.55, -0.65, -1.25, 0.41, 0.47, 0.32, 0.05, 0.36, 0.42, 0.44, 0.38, 0.32, 0.32, 0.44, 0.29, 0.38, 0.41, 0.38, 0.31, 0.33, -0.78, 0.35, 0.27, 0.29, 0.32, 0.23, -0.27, 0.29, 0.47, 0.38, 0.47, 0.28, 0.32, 0.41, 0.35, 0.29, 0.46, 0.42, 0.42, 0.42, 0.36, 0.42, 0.32, 0.41, 0.31], "homo_ev": [-0.798, -1.293], "total_charge": -2, "orbital_gap_ev": [5.189, 5.684], "largest_force_ha_per_bohr": 0.0123, "de_lowest_ev": 0.3138, "s2": 6.027, "spin_multiplicity": 5}

# 2
{"formula": "C29H42F5N4O5", "method": "wB97M-V/def2-TZVPD", "elements": ["F", "F", "F", "F", "F", "O", "O", "O", "O", "O", "N", "N", "N", "N", "C", "C", "C", "C", "C", "C", "C", "C", "C", "C", "C", "C", "C", "C", "C", "C", "C", "C", "C", "C", "C", "C", "C", "C", "C", "C", "C", "C", "C", "H", "H", "H", "H", "H", "H", "H", "H", "H", "H", "H", "H", "H", "H", "H", "H", "H", "H", "H", "H", "H", "H", "H", "H", "H", "H", "H", "H", "H", "H", "H", "H", "H", "H", "H", "H", "H", "H", "H", "H", "H", "H"], "positions_angstrom": [[-3.33418, 1.29734, 4.43662], [-0.02710, 0.80808, -3.31577], [-5.20122, -0.13146, 5.27886], [-2.85364, -0.69285, 5.66857], [2.81641, -0.86139, 0.72138], [3.10566, -0.76248, -1.66549], [-4.20304, -2.27025, 3.52699], [-5.05679, -3.35487, -2.55426], [1.95254, 1.91887, -2.51341], [-5.91501, -2.53048, -0.41042], [-2.56036, -1.73169, 0.38865], [0.47939, 5.79913, -0.68751], [1.04580, 0.30086, -0.91614], [-0.12147, -0.31502, -0.53997], [1.99930, -6.61554, -3.45820], [0.16699, -2.97226, -0.44076], [1.17348, 1.43247, 2.47367], [-0.43913, -1.63824, -1.19304], [1.66236, -5.74283, 0.79634], [1.40968, 6.00179, -1.51429], [2.53113, 6.24599, -2.51077], [-2.21484, -0.94304, 2.77243], [-3.78689, -0.86883, 3.23343], [0.72086, -4.13886, -1.46979], [-0.37595, -0.31453, 0.98444], [-1.98354, -0.58152, 1.15510], [2.08855, -6.68989, -1.80641], [3.83586, 6.52544, -1.76229], [2.03794, 2.69862, 1.86826], [1.44404, 4.17570, 2.38202], [-5.19806, -2.28424, -1.52435], [-2.96408, -0.97982, -2.13546], [-2.09607, -1.83625, -1.04164], [0.99352, 0.98704, -2.25205], [3.75437, 7.75838, -0.86779], [-4.54027, -0.77069, -1.70441], [1.47624, -5.48403, -0.82177], [2.31256, -0.41340, -0.61377], [0.60361, -4.11972, -3.10433], [-0.14439, 1.25563, 1.51700], [3.63182, 2.69937, 2.36103], [1.22966, -5.31467, -4.09348], [-3.83297, -0.07928, 4.70207], [1.74495, 5.04906, 1.62969], [-5.81824, -3.14596, -3.20323], [0.26948, 4.18787, 2.44404], [2.43685, -7.41045, -4.19886], [-1.08506, 1.53632, 2.19713], [4.19146, 3.37674, 1.55330], [1.93589, 4.49091, 3.42170], [3.76530, 3.28842, 3.38862], [4.71627, 7.93534, -0.37613], [-2.52406, 0.45000, 0.90389], [-4.54777, -0.14179, -0.70382], [-0.16567, -1.54644, -2.32590], [2.64515, 5.36227, -3.14737], [-2.93383, -1.60409, -3.14977], [-4.49056, -0.36402, 2.43129], [-5.06092, -0.20466, -2.60902], [1.07368, -2.73666, 0.29227], [-0.88573, 0.34749, -0.88396], [-0.63467, -3.52510, 0.25052], [1.79475, 0.45936, 2.65945], [4.10491, 5.65816, -1.14695], [-4.83328, -2.60794, 2.82020], [-2.51855, -2.64554, 0.90292], [3.50022, 8.65050, -1.45153], [2.26586, 7.09412, -3.15139], [-0.19888, 2.03869, 0.61739], [1.98462, 2.76372, 0.67770], [2.50589, -6.56788, 0.94598], [2.62020, -7.66391, -1.37212], [0.32156, -1.04841, 1.56722], [1.11808, -5.18619, -5.27016], [-1.52093, -0.23441, 3.43510], [-2.45179, 0.05177, -2.38734], [0.79923, 1.78731, 3.55042], [-1.80833, -2.03654, 2.91340], [4.64283, 6.66682, -2.48972], [1.83721, -4.77457, 1.42887], [3.00478, 7.63700, -0.07943], [4.11003, 1.63116, 2.37471], [0.66290, -6.25670, 1.19863], [0.06212, -3.24664, -3.66348], [-2.25874, -2.98169, -1.34353]], "forces_ev_per_angstrom": [[-1.91, -3.90, 1.31], [2.61, -0.36, 4.42], [5.02, 0.69, -1.71], [-3.49, 2.16, -3.05], [-2.93, 2.18, -4.08], [-5.92, 2.77, 8.05], [-0.49, 1.67, -1.64], [-1.66, 3.69, 1.10], [-7.52, -7.26, 2.10], [4.89, 1.36, -7.30], [1.24, 0.72, -0.66], [7.39, 1.50, -6.50], [2.35, 0.27, -1.65], [-3.01, -0.44, 0.86], [-2.31, 4.08, 2.44], [1.29, -1.21, 0.04], [-0.26, 1.70, 0.25], [-1.82, -2.74, -0.49], [-0.88, -0.92, -0.78], [-6.44, -1.42, 5.28], [-0.61, -0.24, 0.84], [0.82, 0.68, -0.47], [0.50, -1.17, 0.86], [1.70, -3.33, -2.78], [-0.96, 2.01, 1.72], [-0.13, -0.56, 1.72], [-1.51, 2.74, -2.14], [0.28, 0.16, 0.31], [0.88, 1.15, 0.66], [0.20, 0.38, -0.20], [-4.05, -0.95, 5.42], [0.18, -0.13, -0.65], [-0.26, -1.63, -0.71], [6.77, 6.76, -3.21], [0.08, 0.09, 0.07], [1.33, -0.80, -0.82], [0.23, -0.37, -3.05], [6.84, -3.64, -6.28], [1.69, -2.74, 1.42], [-0.81, -0.25, 0.90], [-0.24, 0.99, -0.95], [0.50, -0.39, 3.92], [0.29, -0.17, 0.31], [-0.65, -2.10, 1.48], [1.63, -0.60, 1.29], [2.30, -0.05, -0.02], [-0.91, 1.62, 1.86], [1.94, -0.80, -1.65], [-0.99, -1.61, 1.78], [-1.33, -0.95, -2.13], [-0.38, -1.68, -2.14], [-0.14, 0.01, -0.11], [1.05, -2.16, 0.28], [-0.54, -1.69, -2.11], [-0.31, -0.27, 2.23], [-0.24, 0.08, 0.14], [0.01, 1.38, 2.21], [1.47, -0.80, 1.90], [0.93, -1.25, 2.08], [-1.81, -0.32, -1.64], [0.86, -0.84, 0.48], [1.56, 1.59, -1.57], [-1.13, 1.81, -0.75], [-0.06, 0.04, -0.19], [1.02, 0.93, 1.21], [0.12, 1.45, -0.73], [0.03, -0.11, 0.12], [-0.13, -0.12, 0.18], [0.41, -1.75, 1.85], [0.17, -0.57, 2.50], [-1.70, 2.13, -0.28], [-1.33, 2.56, -0.73], [-1.35, 1.22, -1.52], [0.24, -0.29, 2.92], [-1.68, -1.49, -1.46], [-1.14, -1.77, 0.56], [0.78, -0.88, -2.33], [-1.03, 2.07, -0.11], [-0.19, -0.12, -0.01], [-0.09, -1.85, -1.36], [0.03, 0.02, -0.13], [-0.89, 2.09, 0.07], [2.07, 1.21, -0.86], [1.14, -1.79, 1.23], [0.41, 2.53, 0.61]], "mulliken_charge": [-0.24, -0.17, -0.23, -0.25, -0.20, -0.46, -0.58, -0.45, -0.44, -0.52, 0.23, -0.54, 0.39, -0.53, -0.47, -0.30, -0.80, 0.69, -1.02, 0.29, -0.29, -0.74, -0.03, 0.25, -0.23, -0.53, -0.58, -0.36, 0.53, -0.86, 0.45, -0.64, -1.21, 0.27, -1.14, -0.41, 0.55, 0.32, -0.49, -0.84, -1.11, -0.45, 0.59, 0.04, 0.36, 0.23, 0.30, 0.53, 0.26, 0.34, 0.32, 0.34, 0.25, 0.13, 0.52, 0.24, 0.38, 0.31, 0.46, 0.21, 0.88, 0.37, 0.31, 0.19, 0.36, 0.49, 0.31, 0.32, 0.24, -0.01, 0.36, 0.22, 0.51, 0.29, 0.38, 0.20, 0.40, 0.38, 0.33, 0.21, 0.33, 0.27, 0.26, 0.17, 0.53], "homo_ev": -10.801, "total_charge": 1, "orbital_gap_ev": 5.895, "largest_force_ha_per_bohr": 0.2073, "spin_multiplicity": 1}